No. 1
The following is a DFT calculation (ωB97M-V/def2-TZVPD) of the molecule C20H27NO5.

total energy	-1209.2708	hartree
HOMO energy	-8.19	eV
structure (SMILES)	COc1ccc(CNC(=O)COC(=O)C[C@@H]2C[C@H]3CC[C@@H]2C3)cc1OC
HOMO-LUMO gap	8.8554	eV
ΔE to the lowest compared entry with this formula, charge and spin	39.5	kcal per mole

Element x y z (Å)
C  2.253  -0.724  4.887
H  3.201  -0.207  5.033
O  2.147  -0.921  3.500
C  1.043  -1.574  3.007
C  0.009  -2.028  3.815
C  -1.106  -2.658  3.289
C  -1.203  -2.874  1.926
C  -0.164  -2.444  1.115
C  0.954  -1.788  1.618
O  1.844  -1.409  0.657
C  3.050  -0.754  0.978
H  3.551  -0.599  0.022
H  3.684  -1.363  1.625
H  2.871  0.213  1.455
H  -0.199  -2.608  0.049
C  -2.429  -3.482  1.292
N  -2.932  -2.579  0.275
C  -2.740  -2.809  -1.038
O  -2.478  -3.890  -1.518
C  -2.856  -1.533  -1.889
H  -2.881  -1.795  -2.947
H  -3.737  -0.949  -1.606
O  -1.672  -0.755  -1.703
C  -1.617  0.085  -0.668
O  -2.530  0.248  0.108
C  -0.298  0.802  -0.602
H  0.485  0.140  -0.970
H  -0.108  1.047  0.444
C  -0.343  2.099  -1.426
H  -1.171  2.703  -1.047
C  0.980  2.880  -1.330
H  1.427  2.860  -0.338
C  1.806  2.271  -2.462
H  2.008  1.210  -2.332
H  2.742  2.800  -2.634
C  0.751  2.556  -3.530
H  0.990  2.243  -4.545
C  -0.476  1.848  -2.944
H  -1.407  2.244  -3.348
H  -0.441  0.780  -3.162
C  0.554  4.069  -3.380
H  -0.426  4.384  -3.736
H  1.309  4.613  -3.949
C  0.728  4.295  -1.865
H  -0.151  4.750  -1.409
H  1.584  4.938  -1.658
H  -3.086  -1.623  0.575
H  -2.190  -4.424  0.790
H  -3.204  -3.659  2.042
H  -1.896  -2.978  3.951
H  0.057  -1.878  4.881
H  2.273  -1.673  5.431
H  1.440  -0.099  5.271



No. 2
The following is a DFT calculation (ωB97M-V/def2-TZVPD) of the molecule C20H27NO6.

total energy	-1284.5474	hartree
HOMO energy	-8.29	eV
structure (SMILES)	CCOC(=O)C1CCN(C(=O)COC(=O)CCOc2ccc(C)cc2)CC1
HOMO-LUMO gap	8.9383	eV
ΔE to the lowest compared entry with this formula, charge and spin	3.9	kcal per mole

Element x y z (Å)
C  -1.812  -2.149  1.927
C  -1.320  -2.934  0.721
H  -1.631  -2.438  -0.204
H  -1.695  -3.959  0.739
O  0.108  -3.061  0.722
C  0.809  -2.095  0.140
O  0.320  -1.131  -0.396
C  2.304  -2.336  0.256
C  2.845  -1.368  1.324
H  2.177  -1.351  2.187
H  3.822  -1.707  1.668
C  2.946  0.038  0.747
N  3.886  0.069  -0.358
C  4.301  1.191  -0.978
O  5.097  1.176  -1.898
C  3.750  2.524  -0.459
H  4.031  2.688  0.588
H  4.177  3.314  -1.082
O  2.331  2.587  -0.584
C  1.608  2.836  0.510
O  2.080  3.022  1.602
C  0.130  2.817  0.205
C  -0.586  1.912  1.224
O  -1.973  2.126  1.276
C  -2.798  1.512  0.372
C  -4.160  1.760  0.550
C  -5.092  1.178  -0.282
C  -4.700  0.329  -1.313
C  -3.346  0.092  -1.482
C  -2.395  0.675  -0.659
H  -1.356  0.451  -0.833
H  -3.014  -0.559  -2.279
C  -5.725  -0.293  -2.215
H  -6.498  -0.790  -1.630
H  -6.208  0.472  -2.822
H  -5.267  -1.020  -2.880
H  -6.142  1.381  -0.130
H  -4.461  2.413  1.353
H  -0.222  2.167  2.224
H  -0.355  0.861  1.018
H  -0.032  2.485  -0.819
H  -0.260  3.831  0.320
C  4.245  -1.216  -0.929
C  2.991  -2.068  -1.096
H  2.298  -1.526  -1.743
H  3.250  -3.007  -1.585
H  4.980  -1.721  -0.295
H  4.709  -1.017  -1.897
H  3.262  0.737  1.526
H  1.950  0.334  0.400
H  2.454  -3.365  0.590
H  -1.480  -2.622  2.848
H  -1.435  -1.130  1.896
H  -2.897  -2.113  1.915



No. 3
The following is a DFT calculation (ωB97M-V/def2-TZVPD) of a structure of composition C20H28AlBF5N2O3S2 at a distorted geometry.

total energy	-2677.5871	hartree
HOMO energy	-7.05	eV
charge	-1
HOMO-LUMO gap	8.5921	eV

Element x y z (Å)
C  6.009  2.523  2.197
C  6.795  1.208  2.301
C  5.940  -0.001  2.683
F  4.661  0.416  3.061
N  5.856  -0.999  1.650
C  4.794  -1.960  1.885
O  4.838  -2.833  2.682
C  3.720  -1.624  0.922
C  2.392  -2.026  0.863
C  1.565  -1.503  -0.149
C  0.113  -1.934  -0.130
C  -0.777  -0.927  0.643
C  -1.889  -0.291  -0.222
S  -3.457  -1.151  -0.048
C  -4.542  -0.020  0.694
S  -4.117  1.442  1.272
N  -5.836  -0.610  0.780
C  -6.892  0.353  0.448
C  -6.654  1.051  -0.893
C  -5.965  -1.199  2.150
C  -7.395  -1.317  2.649
C  2.069  -0.595  -1.105
B  1.201  0.068  -2.271
C  0.366  -0.692  -3.354
O  1.179  1.428  -2.322
C  3.431  -0.233  -1.042
C  4.220  -0.757  -0.026
C  5.663  -0.565  0.287
O  6.537  -0.232  -0.439
H  5.061  2.398  1.688
H  6.601  3.215  1.604
H  5.870  2.947  3.184
H  7.370  1.041  1.399
H  7.517  1.341  3.101
H  6.350  -0.480  3.565
H  2.010  -2.712  1.605
H  0.086  -2.899  0.369
H  -0.230  -2.095  -1.145
H  -0.154  -0.139  1.055
H  -1.249  -1.447  1.470
H  -1.635  -0.374  -1.270
H  -1.993  0.753  0.044
H  -7.001  1.129  1.208
H  -7.842  -0.160  0.364
H  -6.102  1.974  -0.787
H  -7.621  1.274  -1.337
H  -6.156  0.374  -1.583
H  -5.342  -0.660  2.862
H  -5.557  -2.207  2.098
H  -7.776  -0.354  2.969
H  -8.030  -1.758  1.887
H  -7.403  -2.004  3.489
H  0.287  -1.767  -3.221
H  -0.644  -0.281  -3.358
H  0.751  -0.434  -4.339
H  1.964  1.777  -1.885
H  3.877  0.448  -1.756
F  0.916  3.485  -7.215
Al  0.630  2.820  -5.686
F  2.018  3.011  -4.728
F  0.287  1.163  -5.851
F  -0.684  3.600  -4.963